DFT (ωB97M-V with the def2-TZVPD basis set) results for the molecule C4H10N2OS at a distorted geometry.

Bonds (Å) are listed after each position.
CARTESIAN COORDINATES (ANGSTROEM)
1 C -0.380 -1.248 1.840  C2 1.550, H9 1.135, H10 1.135, H11 1.139
2 C -0.805 -0.935 0.383  C1 1.550, C3 1.534, N5 1.440, H12 1.107
3 C -2.234 -0.385 0.295  C2 1.534, O4 1.405, H13 1.102, H14 1.127
4 O -2.423 0.606 1.273  C3 1.405, H15 0.964
5 N 0.131 -0.017 -0.214  C2 1.440, N6 1.425, C7 1.341
6 N 0.196 1.289 0.350  N5 1.425, H16 1.015, H17 1.033
7 C 1.090 -0.414 -1.062  N5 1.341, S8 1.648, H18 1.109
8 S 2.343 0.495 -1.628  C7 1.648
9 H -0.428 -0.265 2.406  C1 1.135
10 H 0.675 -1.669 1.819  C1 1.135
11 H -1.103 -1.971 2.343  C1 1.139
12 H -0.720 -1.836 -0.254  C2 1.107
13 H -3.022 -1.125 0.512  C3 1.102
14 H -2.371 0.003 -0.754  C3 1.127
15 H -1.773 1.291 1.079  O4 0.964
16 H 0.364 1.900 -0.442  N6 1.015
17 H 1.078 1.328 0.888  N6 1.033
18 H 0.894 -1.438 -1.439  C7 1.109

ΔE to the lowest compared entry with this formula, charge and spin ... 44.2 kcal/mol
HOMO ... -8.74 eV
SMILES ... C[C@@H](CO)N(N)C=S
Charge ... 0
F_max ... 1.52 eV/A

How is the electron density shared among the atoms? According to Löwdin, the charges in e are: number 1, C, carries -0.044; number 2, C, carries -0.355; number 3, C, carries -0.229; number 4, O, carries -0.083; number 5, N, carries -0.244; number 6, N, carries 0.076; number 7, C, carries -0.693; number 8, S, carries 0.586; number 9, H, carries 0.087; number 10, H, carries 0.094; number 11, H, carries 0.102; number 12, H, carries 0.141; number 13, H, carries 0.127; number 14, H, carries 0.133; number 15, H, carries 0.055; number 16, H, carries 0.068; number 17, H, carries 0.102; number 18, H, carries 0.079

=====

DFT (ωB97M-V with the def2-TZVPD basis set) results for a 4-piece molecular cluster, C3H13O5 overall at a distorted geometry.

Bonds (Å) are listed after each position.
CARTESIAN COORDINATES (ANGSTROEM)
1 C -0.952 -0.235 -1.006  C2 1.555, C4 1.541, H6 1.090, H7 1.095
2 C -0.764 1.305 -0.899  C1 1.555, O3 1.403, H8 1.098, H9 1.086
3 O -0.325 1.683 0.380  C2 1.403, H10 1.013
4 C 0.214 -1.050 -0.414  C1 1.541, O5 1.413, H11 1.102, H12 1.105
5 O 1.269 -0.246 0.072  C4 1.413
6 H -1.014 -0.522 -2.055  C1 1.090
7 H -1.884 -0.477 -0.485  C1 1.095
8 H 0.022 1.543 -1.628  C2 1.098
9 H -1.721 1.777 -1.101  C2 1.086
10 H 0.355 0.958 0.581  O3 1.013
11 H -0.043 -1.833 0.319  C4 1.102
12 H 0.628 -1.694 -1.211  C4 1.105
13 H 3.485 0.614 -1.517  O15 0.959
14 H 2.278 1.316 -0.877  O15 0.973
15 O 3.120 1.482 -1.334  H13 0.959, H14 0.973
16 H -4.065 0.315 4.062  O18 0.968
17 H -4.283 0.509 2.661  O18 0.969
18 O -4.814 0.317 3.449  H16 0.968, H17 0.969
19 H 3.531 -2.031 0.695  O21 0.960
20 H 2.218 -1.423 0.084  O21 1.039
21 O 2.744 -2.309 0.222  H19 0.960, H20 1.039

ΔE to the lowest compared entry with this formula, charge and spin ... 11.4 kcal/mol
HOMO ... -4.38 eV
Charge ... -1
F_max ... 1.59 eV/A

How is the electron density shared among the atoms? According to Löwdin, the charges in e are: number 1, C, carries -0.171; number 2, C, carries -0.304; number 3, O, carries -0.137; number 4, C, carries -0.361; number 5, O, carries -0.350; number 6, H, carries 0.091; number 7, H, carries 0.089; number 8, H, carries 0.100; number 9, H, carries 0.095; number 10, H, carries 0.038; number 11, H, carries 0.097; number 12, H, carries 0.090; number 13, H, carries 0.016; number 14, H, carries 0.000; number 15, O, carries -0.092; number 16, H, carries 0.035; number 17, H, carries 0.039; number 18, O, carries -0.075; number 19, H, carries -0.008; number 20, H, carries -0.026; number 21, O, carries -0.166

=====

DFT (ωB97M-V with the def2-TZVPD basis set) results for a 7-piece molecular cluster, C12H39O13 overall at a distorted geometry.

Bonds (Å) are listed after each position.
CARTESIAN COORDINATES (ANGSTROEM)
1 O -0.308 0.963 -0.201  H2 0.960, H3 0.960, H4 0.960
2 H -1.088 0.433 -0.379  O1 0.960
3 H -0.486 1.861 -0.487  O1 0.960
4 H -0.115 1.032 0.737  O1 0.960
5 C -3.259 -0.410 -2.086  C6 1.558, O8 1.378, H9 1.090, H10 1.090
6 C -2.411 -0.500 -3.389  C5 1.558, O7 1.464, H11 1.090, H12 1.090
7 O -1.360 -1.519 -3.383  C6 1.464, H13 0.960
8 O -2.500 -0.326 -0.940  C5 1.378, H14 0.960
9 H -3.760 -1.363 -1.915  C5 1.090
10 H -3.984 0.403 -2.143  C5 1.090
11 H -1.775 0.383 -3.461  C6 1.090
12 H -2.999 -0.737 -4.276  C6 1.090
13 H -1.418 -2.245 -4.008  O7 0.960
14 H -2.095 -1.191 -0.844  O8 0.960
15 C 0.244 1.736 3.226  C16 1.525, O18 1.433, H19 1.090, H20 1.090
16 C -0.300 0.320 3.379  C15 1.525, O17 1.372, H21 1.090, H22 1.090
17 O -1.000 -0.142 2.293  C16 1.372, H23 0.960
18 O 1.013 1.712 2.018  C15 1.433, H24 0.960
19 H 0.933 2.035 4.016  C15 1.090
20 H -0.549 2.484 3.212  C15 1.090
21 H -1.018 0.229 4.194  C16 1.090
22 H 0.444 -0.435 3.633  C16 1.090
23 H -0.591 -0.948 1.968  O17 0.960
24 H 1.927 1.942 2.203  O18 0.960
25 C -0.770 -3.983 2.010  C26 1.576, O28 1.467, H29 1.090, H30 1.090
26 C -1.608 -3.265 0.885  C25 1.576, O27 1.416, H31 1.090, H32 1.090
27 O -0.730 -2.372 0.224  C26 1.416, H33 0.960
28 O -0.237 -2.988 2.947  C25 1.467, H34 0.960
29 H 0.063 -4.519 1.555  C25 1.090
30 H -1.306 -4.748 2.573  C25 1.090
31 H -2.404 -2.623 1.262  C26 1.090
32 H -2.091 -3.936 0.175  C26 1.090
33 H -0.108 -2.884 -0.298  O27 0.960
34 H 0.328 -3.434 3.582  O28 0.960
35 C 2.264 0.474 -3.298  C36 1.587, O38 1.413, H39 1.090, H40 1.090
36 C 3.169 1.695 -2.841  C35 1.587, O37 1.444, H41 1.090, H42 1.090
37 O 3.187 1.806 -1.401  C36 1.444, H43 0.960
38 O 0.874 0.460 -3.041  C35 1.413, H44 0.960
39 H 2.631 -0.440 -2.832  C35 1.090
40 H 2.368 0.334 -4.373  C35 1.090
41 H 2.726 2.612 -3.228  C36 1.090
42 H 4.114 1.637 -3.379  C36 1.090
43 H 2.270 1.739 -1.123  O37 0.960
44 H 0.511 -0.416 -3.194  O38 0.960
45 C 3.004 -2.667 1.515  C46 1.507, O48 1.424, H49 1.090, H50 1.090
46 C 2.748 -1.206 1.251  C45 1.507, O47 1.420, H51 1.090, H52 1.090
47 O 3.254 -0.417 2.318  C46 1.420, H53 0.960
48 O 4.363 -2.932 1.180  C45 1.424, H54 0.960
49 H 2.380 -3.333 0.919  C45 1.090
50 H 2.779 -2.896 2.557  C45 1.090
51 H 1.666 -1.081 1.209  C46 1.090
52 H 3.077 -0.988 0.235  C46 1.090
53 H 4.066 -0.914 2.438  O47 0.960
54 H 4.896 -2.640 1.923  O48 0.960
55 C -2.688 3.929 -0.025  C56 1.487, O58 1.450, H59 1.090, H60 1.090
56 C -1.711 4.260 -1.096  C55 1.487, O57 1.448, H61 1.090, H62 1.090
57 O -1.025 3.157 -1.737  C56 1.448, H63 0.960
58 O -1.950 3.147 0.947  C55 1.450, H64 0.960
59 H -3.497 3.255 -0.309  C55 1.090
60 H -3.125 4.774 0.508  C55 1.090
61 H -0.834 4.789 -0.723  C56 1.090
62 H -2.109 4.942 -1.847  C56 1.090
63 H -1.523 2.900 -2.516  O57 0.960
64 H -2.566 3.053 1.677  O58 0.960

ΔE to the lowest compared entry with this formula, charge and spin ... 46.5 kcal/mol
HOMO ... -12.26 eV
Charge ... +1
F_max ... 3.11 eV/A

How is the electron density shared among the atoms? According to Löwdin, the charges in e are: number 1, O, carries 0.254; number 2, H, carries 0.075; number 3, H, carries 0.090; number 4, H, carries 0.075; number 5, C, carries -0.211; number 6, C, carries -0.153; number 7, O, carries -0.094; number 8, O, carries -0.068; number 9, H, carries 0.128; number 10, H, carries 0.131; number 11, H, carries 0.102; number 12, H, carries 0.127; number 13, H, carries 0.092; number 14, H, carries 0.063; number 15, C, carries -0.168; number 16, C, carries -0.256; number 17, O, carries -0.059; number 18, O, carries -0.080; number 19, H, carries 0.132; number 20, H, carries 0.110; number 21, H, carries 0.126; number 22, H, carries 0.120; number 23, H, carries 0.040; number 24, H, carries 0.105; number 25, C, carries -0.161; number 26, C, carries -0.190; number 27, O, carries -0.094; number 28, O, carries -0.080; number 29, H, carries 0.107; number 30, H, carries 0.118; number 31, H, carries 0.126; number 32, H, carries 0.125; number 33, H, carries 0.105; number 34, H, carries 0.090; number 35, C, carries -0.225; number 36, C, carries -0.182; number 37, O, carries -0.071; number 38, O, carries -0.092; number 39, H, carries 0.112; number 40, H, carries 0.112; number 41, H, carries 0.108; number 42, H, carries 0.120; number 43, H, carries 0.055; number 44, H, carries 0.051; number 45, C, carries -0.244; number 46, C, carries -0.250; number 47, O, carries -0.037; number 48, O, carries -0.042; number 49, H, carries 0.112; number 50, H, carries 0.121; number 51, H, carries 0.093; number 52, H, carries 0.124; number 53, H, carries 0.071; number 54, H, carries 0.082; number 55, C, carries -0.193; number 56, C, carries -0.200; number 57, O, carries -0.067; number 58, O, carries -0.084; number 59, H, carries 0.122; number 60, H, carries 0.131; number 61, H, carries 0.132; number 62, H, carries 0.131; number 63, H, carries 0.095; number 64, H, carries 0.090

=====

DFT (ωB97M-V with the def2-TZVPD basis set) results for a 2-piece molecular cluster, C2H6I2NP overall at a distorted geometry.

Bonds (Å) are listed after each position.
CARTESIAN COORDINATES (ANGSTROEM)
1 C -1.394 0.831 -0.780  C2 1.555, H7 1.109, H8 1.076, H9 1.070
2 C -0.542 0.579 0.496  C1 1.555, N3 1.301, H10 1.186, H11 1.043
3 N -0.275 -0.656 0.807  C2 1.301, H12 1.018
4 P 2.741 -1.342 1.464  I5 2.548, I6 2.358
5 I 2.336 -3.408 0.028  P4 2.548
6 I 2.908 0.333 -0.188  P4 2.358
7 H -2.429 0.609 -0.446  C1 1.109
8 H -1.390 1.840 -1.155  C1 1.076
9 H -1.120 0.184 -1.586  C1 1.070
10 H 0.430 1.128 0.094  C2 1.186
11 H -0.918 1.099 1.318  C2 1.043
12 H -0.346 -1.197 -0.053  N3 1.018

ΔE to the lowest compared entry with this formula, charge and spin ... 11.5 kcal/mol
Multiplicity ... 3
HOMO (spin up / spin down) ... -7.98 / -9.56 eV
Charge ... 0
F_max ... 6.45 eV/A

How is the electron density shared among the atoms? According to Löwdin, the charges in e are: number 1, C, carries -0.088; number 2, C, carries -0.506; number 3, N, carries 0.043; number 4, P, carries -0.200; number 5, I, carries 0.099; number 6, I, carries 0.313; number 7, H, carries 0.079; number 8, H, carries 0.060; number 9, H, carries 0.059; number 10, H, carries 0.027; number 11, H, carries 0.087; number 12, H, carries 0.027